[1]
Below is C49H50Cl2GeNO5P2SW as an isolated structure at a distorted geometry, with properties calculated with ωB97M-V/def2-TZVPD.

Summary:
E_LUMO (spin up / spin down) = -10.365 / -11.950 eV
ΔE to the lowest compared entry with this formula, charge and spin = 99.5 kJ/mol
HOMO-LUMO gap (spin up / spin down) = 0.181 / 0.073 hartree
E = -6472.48318 Eh
strongest force on any atom = 0.0401 hartree/bohr

Geometry as ORCA input:
```
! wB97M-V def2-TZVPD RIJCOSX def2/J DEFGRID3
* xyz 3 1
W -0.73 -0.41 -0.06
O -1.78 1.70 3.51
C -1.99 1.13 2.49
O -0.98 0.61 1.74
C -3.35 0.82 1.93
C -3.45 -0.69 1.63
C -4.90 -1.10 1.45
C -5.25 -0.44 0.09
C -3.94 0.21 -0.32
O -2.95 -0.75 0.23
C -3.63 1.45 0.51
C -2.39 2.13 -0.02
O -2.13 3.28 0.08
O -1.58 1.25 -0.68
H -4.09 1.14 2.66
H -2.84 -1.33 2.26
H -5.51 -0.74 2.27
H -4.99 -2.18 1.41
H -6.04 0.31 0.16
H -5.55 -1.18 -0.65
H -3.78 0.32 -1.38
H -4.44 2.17 0.54
C -0.44 -3.24 -7.94
S -0.38 -4.52 -6.72
C 0.13 -3.66 -5.24
C -1.11 -3.06 -4.53
C -0.80 -2.75 -3.07
N 0.30 -1.76 -2.86
P 1.15 -1.91 -1.30
C 2.82 -1.38 -1.75
C 3.64 -0.80 -0.79
C 4.95 -0.47 -1.10
C 5.44 -0.72 -2.37
C 4.62 -1.28 -3.34
C 3.31 -1.61 -3.03
C 1.28 -3.67 -0.93
C 2.36 -4.43 -1.40
C 2.42 -5.79 -1.13
C 1.42 -6.40 -0.37
C 0.36 -5.65 0.12
C 0.29 -4.29 -0.16
P -0.37 -0.16 -2.56
C -1.12 0.45 -4.07
C -0.54 0.15 -5.30
C -1.04 0.75 -6.45
C -2.11 1.63 -6.37
C -2.69 1.92 -5.14
C -2.20 1.33 -3.98
C 1.04 0.97 -2.29
C 1.88 1.40 -3.30
C 2.96 2.23 -3.01
C 3.19 2.65 -1.70
C 2.35 2.24 -0.68
C 1.29 1.42 -0.98
H -0.83 -3.67 -8.86
H 0.57 -2.86 -8.09
H -1.10 -2.44 -7.57
H 0.86 -2.91 -5.52
H 0.60 -4.42 -4.61
H -1.93 -3.78 -4.53
H -1.46 -2.18 -5.07
H -0.52 -3.68 -2.59
H -1.73 -2.42 -2.59
H 3.25 -0.58 0.20
H 5.59 -0.02 -0.34
H 6.47 -0.46 -2.61
H 5.00 -1.46 -4.33
H 2.66 -2.04 -3.79
H 3.16 -3.96 -1.96
H 3.26 -6.37 -1.49
H 1.48 -7.46 -0.16
H -0.41 -6.12 0.72
H -0.53 -3.71 0.24
H 0.30 -0.53 -5.35
H -0.58 0.55 -7.41
H -2.49 2.10 -7.26
H -3.52 2.61 -5.08
H -2.63 1.58 -3.02
H 1.71 1.10 -4.33
H 3.61 2.56 -3.81
H 4.02 3.30 -1.48
H 2.50 2.58 0.34
H 0.61 1.22 -0.16
Ge 0.80 -0.64 2.06
C 2.07 0.73 2.57
C 1.55 1.96 2.98
C 2.41 2.94 3.46
C 3.78 2.71 3.51
C 4.29 1.50 3.08
C 3.44 0.51 2.61
C -0.13 -1.46 3.54
C -0.27 -0.75 4.73
C -0.95 -1.33 5.80
C -1.48 -2.61 5.67
C -1.34 -3.32 4.48
C -0.67 -2.74 3.42
H -1.12 -2.04 0.19
H 0.49 2.16 2.95
H 2.00 3.89 3.79
H 4.44 3.48 3.89
H 5.36 1.31 3.13
H 3.87 -0.43 2.28
H 0.16 0.24 4.84
H -1.05 -0.79 6.73
H -2.00 -3.06 6.51
H -1.75 -4.32 4.39
H -0.55 -3.30 2.49
Cl 2.52 -2.77 1.98
C 3.35 -3.37 3.49
Cl 2.91 -2.52 4.94
H 4.41 -3.25 3.31
H 3.08 -4.41 3.57
*
```

---

[2]
Below is C49H51ClFI3LaNO3P3S4Sb as an isolated structure at a distorted geometry, with properties calculated with ωB97M-V/def2-TZVPD.

Summary:
E_LUMO (spin up / spin down) = 1.151 / 1.144 eV
ΔE to the lowest compared entry with this formula, charge and spin = 370.7 kJ/mol
HOMO-LUMO gap (spin up / spin down) = 0.142 / 0.141 hartree
E = -6520.23750 Eh
strongest force on any atom = 0.0625 hartree/bohr

Geometry as ORCA input:
```
! wB97M-V def2-TZVPD RIJCOSX def2/J DEFGRID3
* xyz -2 1
La -2.05 -0.50 -0.12
S -4.74 1.66 1.27
Sb -5.23 1.60 -1.02
S -3.06 2.64 -1.94
S -5.19 -0.69 -1.14
S -6.77 2.53 -2.43
Cl -3.11 -6.68 3.72
C -2.93 -5.57 2.44
C -2.64 -6.04 1.15
C -2.39 -5.19 0.09
I -2.02 -5.76 -1.91
C -2.55 -3.74 0.29
O -2.33 -2.91 -0.71
C -3.06 -3.28 1.58
N -3.37 -1.98 1.75
C -3.80 -1.54 2.95
C -3.82 -2.34 4.09
C -3.51 -3.71 3.95
C -3.15 -4.20 2.68
H -2.59 -7.11 0.96
H -4.10 -0.48 3.00
H -4.11 -1.89 5.05
H -3.54 -4.37 4.84
C 1.29 1.98 -2.94
C -0.06 2.60 -2.53
P -1.70 1.55 -3.07
C -2.89 0.34 -3.95
C -4.21 0.63 -4.38
C -5.02 -0.35 -4.99
C -4.62 -1.66 -4.97
C -3.33 -1.98 -4.57
C -2.47 -0.99 -4.06
C -1.65 2.68 -4.63
C -2.07 4.01 -4.56
C -2.17 4.79 -5.72
C -2.02 4.18 -6.95
C -1.66 2.83 -7.03
C -1.48 2.07 -5.91
P 1.77 0.57 -1.80
C 1.44 -0.89 -2.77
C 1.09 -2.06 -2.07
C 0.78 -3.23 -2.77
C 0.94 -3.27 -4.16
C 1.41 -2.16 -4.84
C 1.69 -0.96 -4.16
C 3.58 0.50 -1.71
C 4.15 -0.79 -1.74
C 5.52 -0.95 -1.63
C 6.33 0.18 -1.52
C 5.79 1.47 -1.44
C 4.40 1.61 -1.46
H 2.08 2.76 -2.96
H 1.20 1.66 -3.97
H -0.14 3.58 -3.01
H -0.08 2.77 -1.45
H -4.60 1.64 -4.22
H -5.99 -0.08 -5.43
H -5.27 -2.47 -5.38
H -3.02 -3.04 -4.59
H -1.49 -1.27 -3.66
H -2.38 4.40 -3.59
H -2.45 5.85 -5.63
H -2.19 4.76 -7.86
H -1.58 2.36 -8.01
H -1.24 0.97 -5.97
H 0.92 -2.02 -0.97
H 0.44 -4.07 -2.16
H 0.70 -4.20 -4.70
H 1.59 -2.21 -5.93
H 2.05 -0.08 -4.69
H 3.51 -1.68 -1.83
H 5.91 -1.97 -1.66
H 7.43 0.01 -1.50
H 6.46 2.33 -1.31
H 3.96 2.60 -1.36
I -1.51 2.52 1.58
I -2.54 3.14 4.20
O -1.09 0.58 -1.92
O -0.21 1.29 1.02
F -0.44 -1.74 0.96
C 1.53 -2.05 3.55
C 2.52 -0.86 3.29
C 3.11 -1.02 1.84
C 3.64 -0.99 4.34
P 1.47 0.79 3.35
C 0.83 0.75 5.04
C -0.54 0.45 5.07
C -1.23 0.46 6.27
C -0.56 0.71 7.46
C 0.84 0.89 7.44
C 1.53 0.90 6.23
C 2.55 2.43 3.22
C 1.58 3.63 3.46
C 3.17 2.56 1.83
C 3.67 2.56 4.28
H 2.14 -2.96 3.55
H 0.76 -2.14 2.76
H 1.05 -2.02 4.53
H 3.65 -1.95 1.84
H 3.79 -0.22 1.58
H 2.32 -1.10 1.11
H 4.17 -1.94 4.12
H 3.26 -1.07 5.35
H 4.43 -0.23 4.30
H -1.06 0.23 4.14
H -2.31 0.20 6.27
H -1.10 0.72 8.42
H 1.37 1.08 8.37
H 2.62 0.99 6.19
H 0.86 3.78 2.66
H 2.19 4.56 3.54
H 0.99 3.57 4.37
H 2.43 2.37 1.04
H 4.04 1.91 1.69
H 3.53 3.57 1.72
H 3.26 2.70 5.26
H 4.24 3.47 4.06
H 4.44 1.74 4.26
*
```

---

[3]
Below is C49H52BBrF3N6O3Ta as an isolated structure at a distorted geometry, with properties calculated with ωB97M-V/def2-TZVPD.

Summary:
E_LUMO = -7.727 eV
HOMO-LUMO gap = 0.178 hartree
E = -5407.69517 Eh
strongest force on any atom = 0.0725 hartree/bohr

Geometry as ORCA input:
```
! wB97M-V def2-TZVPD RIJCOSX def2/J DEFGRID3
* xyz 2 1
Ta 0.41 0.25 -0.12
Br -8.14 4.56 1.27
C -7.03 3.95 2.67
C -7.58 3.31 3.77
C -6.75 2.82 4.76
C -5.37 2.92 4.62
C -4.82 3.61 3.53
C -5.65 4.14 2.57
N -4.57 2.35 5.61
N -3.45 1.89 5.39
C -2.88 1.41 4.25
C -3.56 0.49 3.44
C -2.94 -0.11 2.36
C -1.65 0.22 2.02
O -1.02 -0.13 0.89
C -0.91 1.11 2.83
N 0.35 1.41 2.42
C 1.07 2.24 3.16
C 0.59 2.81 4.34
C -0.69 2.53 4.75
C -1.49 1.67 3.99
H -8.65 3.20 3.85
H -7.16 2.30 5.62
H -3.75 3.77 3.48
H -5.25 4.69 1.73
H -4.59 0.27 3.67
H -3.49 -0.81 1.74
H 2.07 2.46 2.81
H 1.24 3.45 4.92
H -1.09 2.96 5.66
F 5.38 0.62 -0.28
C 4.37 1.47 -0.36
F 4.33 2.00 -1.58
F 4.54 2.45 0.53
C 3.02 0.77 -0.06
O 2.92 -0.14 0.74
O 2.00 1.23 -0.70
C 2.60 -5.79 2.05
C 2.00 -4.52 1.54
C 1.61 -3.49 2.39
C 1.07 -2.33 1.86
N 0.90 -2.16 0.55
C 1.25 -3.15 -0.28
C 1.80 -4.33 0.17
H 2.83 -5.72 3.12
H 3.52 -6.02 1.51
H 1.92 -6.62 1.90
H 1.73 -3.58 3.46
H 0.77 -1.52 2.51
H 1.09 -2.98 -1.34
H 2.08 -5.10 -0.54
C 1.20 -0.78 -5.46
C 1.65 -1.49 -4.18
C 2.26 -0.48 -3.19
C 0.58 -2.40 -3.60
C 0.85 -3.77 -3.68
C -0.06 -4.71 -3.26
C -1.27 -4.30 -2.73
C -1.60 -2.95 -2.62
C -3.00 -2.67 -2.09
C -3.96 -2.05 -3.11
C -3.03 -1.86 -0.79
C -0.65 -1.99 -3.04
N -0.97 -0.59 -3.03
B -0.66 0.47 -2.13
N -1.21 1.65 -2.72
C -1.83 1.28 -3.90
C -1.68 -0.05 -4.10
C -1.12 3.05 -2.43
C -0.36 3.85 -3.32
C -0.39 5.23 -3.15
C -1.10 5.81 -2.12
C -1.83 5.01 -1.25
C -1.87 3.63 -1.40
C -2.81 2.83 -0.52
C -4.26 3.09 -0.92
C -2.61 3.19 0.95
C 0.44 3.27 -4.46
C -0.10 3.76 -5.81
C 1.93 3.62 -4.32
H 2.06 -0.31 -5.94
H 0.46 -0.01 -5.26
H 0.78 -1.50 -6.16
H 2.47 -2.15 -4.47
H 1.61 0.38 -3.05
H 3.20 -0.12 -3.59
H 2.47 -0.96 -2.23
H 1.78 -4.09 -4.12
H 0.16 -5.77 -3.36
H -2.00 -5.04 -2.43
H -3.41 -3.65 -1.85
H -3.80 -0.98 -3.23
H -4.99 -2.20 -2.78
H -3.86 -2.53 -4.09
H -2.84 -0.81 -0.98
H -2.30 -2.25 -0.08
H -4.03 -1.95 -0.36
H -2.34 2.00 -4.51
H -2.02 -0.66 -4.91
H 0.15 5.85 -3.85
H -1.12 6.88 -2.00
H -2.39 5.48 -0.45
H -2.60 1.76 -0.64
H -4.49 4.15 -0.85
H -4.94 2.54 -0.26
H -4.45 2.78 -1.95
H -2.94 4.21 1.14
H -1.55 3.11 1.24
H -3.20 2.52 1.58
H 0.36 2.18 -4.45
H 0.09 4.82 -5.95
H -1.18 3.60 -5.88
H 0.38 3.22 -6.63
H 2.09 4.69 -4.35
H 2.49 3.17 -5.14
H 2.32 3.24 -3.37
*
```